# 1
Below is a structure of composition C33H53BClErN11O5P, with properties calculated with the ωB97M-V functional and the def2-TZVPD basis.

Element x y z (Å)
Er: -0.76 -0.31 -0.33
Cl: 1.61 -0.39 4.85
P: 2.35 -1.39 0.04
O: 0.59 -0.03 1.50
O: -2.66 -1.52 0.34
O: 0.96 1.86 2.65
O: -2.00 -0.02 1.80
O: -1.29 5.99 3.52
N: 4.82 -2.66 -0.46
N: 4.90 -0.70 1.01
N: -1.02 -2.41 -2.82
N: 0.26 0.46 -2.55
N: -0.88 2.04 0.09
N: -0.80 -2.58 -1.49
N: -2.72 0.47 -1.76
N: 4.00 -2.81 1.84
N: -1.01 3.86 1.75
N: -2.79 -0.60 -2.61
N: -0.52 -0.01 -3.56
C: 3.61 -0.12 0.61
C: -4.06 -0.91 -2.88
C: -0.04 4.96 1.72
C: -0.74 6.20 2.22
C: 2.60 -2.51 1.53
C: -1.07 -3.60 -3.44
C: -4.87 -0.02 -2.22
C: -2.74 -0.99 1.49
C: -3.70 -1.55 2.50
C: 2.04 2.43 -0.98
C: 2.24 2.05 -2.44
C: -2.25 4.93 3.52
C: 0.17 -0.04 3.84
C: -3.72 3.35 -1.44
C: 4.75 -1.59 2.15
C: -4.38 2.08 0.67
C: -4.44 2.12 -0.86
C: 0.60 0.69 2.57
C: 0.78 1.51 -4.46
C: -1.62 3.63 3.07
C: 4.67 -3.49 0.73
C: 3.52 -2.35 -1.07
C: -0.78 -3.69 1.26
C: -0.93 2.88 0.88
C: -0.54 -4.59 0.05
C: -3.99 0.85 -1.55
C: -0.22 0.61 -4.71
C: 5.53 -1.43 -0.08
C: 3.49 1.17 -2.62
C: -0.86 -4.58 -2.50
C: 1.07 1.37 -3.10
C: -0.72 -3.90 -1.28
C: 0.83 -5.30 0.07
B: -1.58 -1.11 -3.44
H: 2.13 -2.03 2.39
H: -0.04 7.03 2.31
H: 3.03 -3.28 -1.36
H: 5.75 -1.88 2.49
H: -4.15 -0.73 3.07
H: -2.64 3.25 -1.31
H: 1.23 3.15 -0.89
H: 6.54 -1.70 0.23
H: 4.25 -1.06 2.96
H: -3.93 3.45 -2.50
H: 4.37 1.64 -2.17
H: -4.30 -1.72 -3.55
H: 2.08 -3.46 1.36
H: 3.69 -1.79 -2.00
H: -3.36 1.95 1.01
H: -1.83 -3.45 1.34
H: 2.95 2.89 -0.58
H: 3.69 1.00 -3.68
H: -1.30 -5.37 0.07
H: -1.27 -3.67 -4.50
H: 1.02 -5.73 1.06
H: -5.95 0.05 -2.25
H: 3.33 0.21 -2.15
H: -2.62 4.84 4.53
H: -0.84 -5.65 -2.65
H: -0.49 0.58 4.42
H: 5.60 -0.78 -0.96
H: -0.75 0.36 -5.62
H: -4.98 1.25 1.06
H: 4.10 -4.38 0.47
H: 1.63 -4.60 -0.16
H: -1.54 6.48 1.52
H: 0.86 -6.10 -0.66
H: -0.23 -2.76 1.19
H: -5.49 2.21 -1.13
H: 1.27 2.17 -5.17
H: 0.31 5.11 0.70
H: 1.80 1.57 -0.35
H: -4.47 -2.14 2.00
H: -0.84 3.32 3.77
H: 3.79 0.60 -0.19
H: 5.66 -3.80 1.07
H: -4.05 4.26 -0.93
H: 3.18 0.43 1.44
H: -3.15 -2.19 3.19
H: 2.41 2.97 -3.00
H: -1.96 -1.38 -4.55
H: -3.08 5.18 2.85
H: -2.36 2.84 2.99
H: -0.31 -0.98 3.60
H: -4.78 3.01 1.08
H: -0.46 -4.20 2.18
H: 0.81 4.72 2.36

Calculated values
frontier orbital gap	0.3115	Ha
HOMO level	-7.941	eV
energy relative to the best compared isomer or geometry (same formula, charge and spin)	0.0	kJ/mol
2S+1	4
<S²>	3.75

# 2
Below is a structure of composition C33H53BN3O4P2RuS, with properties calculated with the ωB97M-V functional and the def2-TZVPD basis.

Element x y z (Å)
Ru: -0.77 0.26 -0.04
S: -3.48 -1.10 -0.46
P: -0.82 1.25 2.22
P: -0.11 0.67 -2.43
O: 0.24 -1.86 0.21
O: -2.98 0.18 -0.99
O: -3.73 -2.15 -1.40
O: -0.16 -4.10 -0.10
N: 1.61 2.09 -1.04
N: 1.39 2.19 1.22
N: -2.36 -1.47 0.65
C: -1.90 2.73 -2.51
C: 2.36 3.12 0.84
C: -2.02 -2.79 0.80
C: -3.33 2.33 1.64
C: -0.24 -1.12 3.43
C: 0.44 -0.89 -3.28
C: -0.35 -2.95 0.18
C: 1.39 1.76 -2.42
C: 3.38 3.89 -1.23
C: -2.16 3.38 3.59
C: -0.63 2.44 -4.63
C: -5.72 0.35 0.04
C: -4.93 -0.71 0.46
C: -7.24 -0.09 1.88
C: -1.35 3.79 1.26
C: -1.97 2.74 2.21
C: -0.66 -1.95 -3.10
C: 3.11 4.01 1.59
C: 0.85 1.97 2.54
C: -0.54 0.77 5.00
C: 1.73 -1.36 -2.58
C: 0.74 -0.72 -4.77
C: -1.07 0.14 3.71
C: -2.54 -0.24 3.87
C: -6.43 -1.16 2.27
C: -6.87 0.65 0.76
C: -2.43 0.82 -4.06
C: -8.49 0.24 2.65
C: -1.31 1.68 -3.47
C: 3.99 4.85 0.92
C: 2.49 3.06 -0.56
C: -5.28 -1.47 1.57
C: 4.12 4.79 -0.47
B: 0.89 1.53 0.05
H: -3.23 1.88 0.65
H: -1.42 2.80 -5.29
H: -0.91 -2.10 -2.05
H: -1.09 1.66 5.30
H: -7.50 1.47 0.43
H: 0.79 2.88 3.12
H: 1.17 -1.65 -5.14
H: -3.87 1.63 2.28
H: -2.91 0.18 -3.32
H: 3.50 3.84 -2.30
H: -2.49 2.27 -1.72
H: -0.29 -2.91 -3.48
H: -2.62 -1.03 4.62
H: -1.15 3.39 0.27
H: -0.08 3.32 -4.29
H: 1.23 2.65 -3.01
H: -2.61 -3.53 0.27
H: -2.55 3.41 -3.07
H: 0.04 1.82 -5.22
H: -0.15 -0.50 -5.36
H: -5.44 0.93 -0.82
H: -0.47 -1.57 2.47
H: 0.52 1.02 4.95
H: 1.45 1.25 3.10
H: -0.43 4.22 1.65
H: -1.22 3.62 4.08
H: -2.07 0.20 -4.88
H: -0.45 -1.86 4.21
H: -2.08 4.60 1.15
H: -1.77 -3.08 1.83
H: -0.66 0.03 5.80
H: 1.69 -1.28 -1.50
H: 4.59 5.55 1.48
H: 2.60 -0.80 -2.93
H: -2.75 2.74 4.25
H: -8.97 1.13 2.27
H: -3.15 0.60 4.22
H: -8.26 0.40 3.71
H: 4.82 5.45 -0.97
H: -4.66 -2.31 1.88
H: 0.83 -0.92 3.45
H: -2.72 4.31 3.46
H: -2.97 -0.61 2.94
H: 1.48 0.07 -4.95
H: 3.02 4.05 2.67
H: -9.20 -0.58 2.60
H: -1.57 -1.70 -3.63
H: -3.95 3.23 1.53
H: -6.71 -1.75 3.14
H: 2.24 1.23 -2.85
H: -3.20 1.48 -4.47
H: -1.11 3.34 -2.05
H: 1.90 -2.41 -2.82

Calculated values
frontier orbital gap (spin up / spin down)	0.3190 / 0.2097	Ha
HOMO level (spin up / spin down)	-10.590 / -10.687	eV
2S+1	5
<S²>	6.02
charge	+1

# 3
Below is a structure of composition C33H53CaN4O2P2 at a distorted geometry, with properties calculated with the ωB97M-V functional and the def2-TZVPD basis.

Element x y z (Å)
Ca: 0.03 0.05 0.82
P: 2.56 -0.93 0.28
P: -2.58 0.18 0.03
O: -0.53 -1.15 2.59
O: 0.86 3.34 2.54
N: -0.89 -3.01 3.85
N: -0.22 -1.52 -1.11
N: 0.31 1.58 -1.02
N: -0.58 -0.97 4.88
C: 1.97 -2.41 -0.46
C: -4.78 1.90 -0.25
C: -2.74 -2.54 0.76
C: 0.92 4.24 -5.71
C: 0.94 2.12 -4.52
C: -2.34 -0.35 -1.74
C: 0.41 4.17 -3.34
C: -0.70 -3.66 -2.83
C: -4.83 -1.49 -0.09
C: 0.44 2.06 -2.09
C: -2.54 2.93 -0.69
C: -3.19 2.41 1.66
C: 3.57 -0.01 -1.05
C: -3.60 -1.25 0.77
C: -3.32 1.94 0.20
C: 0.41 -3.66 -1.99
C: 3.53 -1.17 1.94
C: 4.20 0.15 2.37
C: 0.60 2.77 -3.32
C: 0.72 -2.53 -1.19
C: 2.56 -1.57 3.05
C: 0.58 2.36 2.02
C: -1.56 -2.55 -2.80
C: -3.96 -0.90 2.22
C: 4.99 -0.57 -1.10
C: 0.57 4.88 -4.53
C: 1.10 2.86 -5.70
C: -1.32 -1.52 -1.89
C: 2.88 -0.26 -2.40
C: -0.67 -1.68 3.75
C: -0.19 0.44 4.91
C: 4.49 -2.32 1.72
C: 3.60 1.50 -0.74
H: -4.88 1.46 -1.25
H: 1.10 -4.51 -1.95
H: 4.64 0.04 3.37
H: -3.07 -0.65 2.80
H: -2.55 2.64 -1.75
H: 3.28 0.41 -3.18
H: -0.90 -4.49 -3.51
H: 4.24 1.74 0.11
H: 3.93 -3.24 1.48
H: 3.99 2.04 -1.62
H: -5.41 1.33 0.45
H: -0.73 -1.48 5.75
H: -4.55 -1.78 -1.11
H: -0.90 -3.53 2.99
H: 0.02 0.83 3.91
H: 3.04 -1.30 -2.74
H: 2.61 1.89 -0.53
H: -4.67 -0.07 2.30
H: 3.46 0.96 2.44
H: -5.49 -0.62 -0.15
H: -1.50 3.01 -0.38
H: -2.98 3.94 -0.62
H: -1.78 -2.38 1.25
H: 1.93 -2.43 2.77
H: 1.04 4.81 -6.63
H: -3.31 -0.57 -2.22
H: -2.56 -2.91 -0.26
H: -3.57 3.44 1.74
H: -0.99 1.04 5.35
H: 1.91 -0.74 3.36
H: 5.52 -0.13 -1.95
H: 2.54 -3.34 -0.32
H: 0.14 4.67 -2.41
H: 5.00 0.48 1.70
H: -3.27 -3.33 1.31
H: -4.42 -1.77 2.72
H: -1.93 0.53 -2.27
H: 5.57 -0.33 -0.20
H: 3.12 -1.87 3.95
H: 1.37 2.35 -6.61
H: 1.08 1.03 -4.53
H: -2.14 2.43 1.99
H: 5.05 -2.52 2.65
H: -5.41 -2.33 0.34
H: -2.41 -2.47 -3.48
H: 1.81 -0.09 -2.34
H: 4.98 -1.66 -1.23
H: 0.72 0.56 5.51
H: 5.22 -2.15 0.93
H: -5.19 2.91 -0.30
H: -3.76 1.80 2.36
H: 0.42 5.95 -4.52
H: -1.05 -3.47 4.74

Calculated values
frontier orbital gap (spin up / spin down)	0.2021 / 0.2021	Ha
HOMO level (spin up / spin down)	-8.089 / -8.088	eV
energy relative to the best compared isomer or geometry (same formula, charge and spin)	0.0	kJ/mol
charge	+1

The DFT total energy results, record by record, are as follows: -111826.562 -80408.885 -82150.669 eV.